7
Properties=species:S:1:pos:R:3:lowdin_charge:R:1 method="wB97M-V/def2-TZVPD" charge=+4 energy_ev=-16478.6383 e_homo_ev="-33.155 / -32.227" e_lumo_ev="-20.187 / -25.527" s2=3.7714 spin_multiplicity=4
Ag 0.943 0.555 1.519 1.49
Ag -0.871 0.316 -1.382 1.29
Na -0.796 -2.845 0.164 0.92
O -0.537 1.622 0.323 0.10
O 0.760 -0.836 -0.294 -0.10
H 1.271 -1.330 -0.965 0.13
H -0.769 2.518 0.635 0.17

***

17
Properties=species:S:1:pos:R:3:lowdin_charge:R:1 method="wB97M-V/def2-TZVPD" charge=+1 de_lowest_kj_mol=371.5 energy_ev=-26910.5099 e_homo_ev="-14.519 / -14.437" e_lumo_ev="-6.730 / -10.607" s2=0.7555 spin_multiplicity=2
Ag -0.540 1.776 -2.529 0.75
Cl 0.683 0.433 -0.673 0.31
O -1.095 -2.142 -1.828 -0.05
O 0.475 -1.949 1.930 -0.05
O 3.938 0.260 -1.066 -0.02
O -0.664 2.506 2.002 0.06
O -2.615 0.753 0.718 -0.03
H 0.112 2.000 1.761 0.01
H -1.033 -3.078 -1.637 0.06
H 4.049 1.187 -1.280 0.04
H 0.598 -1.696 1.015 -0.04
H -0.185 -1.848 -1.881 -0.02
H -0.474 -2.011 2.037 0.04
H -1.328 1.846 2.202 0.04
H -3.109 1.308 0.114 0.05
H 2.995 0.110 -1.131 -0.09
H -1.808 0.545 0.247 -0.05